1.
A cluster of 2 separate species, C4H5NO in total at a distorted geometry, computed with the ωB97M-V functional and the def2-TZVPD basis.

ORCA input file:
```
! wB97M-V def2-TZVPD RIJCOSX def2/J DEFGRID3
* xyz 0 1
N -1.57119 -2.32058 -1.19312
C -0.78673 -1.67253 -0.65543
C 0.24944 -0.86027 -0.05059
C 0.29658 0.57167 -0.56538
C -0.25011 1.43462 0.44475
O 0.00205 -0.62679 1.32352
H 1.13884 -1.47500 -0.23178
H 1.64655 0.26565 0.81074
H 0.15397 0.80011 -1.59556
H 0.11920 2.45761 0.57060
H -1.08482 1.34077 1.13652
*
```

The calculation puts the LUMO energy (alpha / beta) at -2.10 / -2.06 eV. The value obtained for the calculated total energy is -7758.2249 eV. The calculation puts the frontier orbital gap (alpha / beta) at 7.5 / 7.6 eV.

Here are the natural (NBO) charges for atoms 1 to 4, given in e:
1 N -0.3167
2 C 0.2608
3 C -0.1115
4 C -0.2658


2.
The ion C6H10F2N3 with charge +1 at a distorted geometry, computed with the ωB97M-V functional and the def2-TZVPD basis.

ORCA input file:
```
! wB97M-V def2-TZVPD RIJCOSX def2/J DEFGRID3
* xyz 1 1
C -0.38170 1.16119 1.23565
C 0.24453 0.33907 -0.85474
C 1.28543 -0.30906 -0.07948
C 2.70920 -0.09492 -0.50443
C 1.01294 -1.51621 0.76450
C -2.71662 0.24695 -1.01934
N 0.56247 1.01898 0.28466
N -1.72179 -0.15857 -0.10235
N -1.53940 0.60591 0.99242
F -2.41759 1.45287 -1.57643
F -3.88166 0.41352 -0.36318
H -0.15794 1.66476 2.16267
H 0.06214 0.68013 -1.85326
H 2.81047 0.77105 -1.15389
H 3.06629 -0.97625 -1.03489
H 3.34098 0.04730 0.37198
H 1.59804 -1.49041 1.68294
H 1.31977 -2.39724 0.20129
H -0.04050 -1.62589 1.00549
H -2.83857 -0.49644 -1.81571
H -2.31649 0.66325 1.65609
*
```

The calculation puts the LUMO energy at -4.91 eV. The value obtained for the calculated total energy is -16278.7336 eV. The calculation puts the frontier orbital gap at 9.1 eV.

Here are the natural (NBO) charges for atoms 1 to 4, given in e:
1 C 0.3452
2 C 0.2791
3 C 0.1449
4 C -0.6281


3.
A structure of composition C46H52N3P2Sn, computed with the ωB97M-V functional and the def2-TZVPD basis.

ORCA input file:
```
! wB97M-V def2-TZVPD RIJCOSX def2/J DEFGRID3
* xyz 1 1
Sn 0.00670 -1.49596 -0.00158
C -1.72671 3.56650 1.66062
C -2.47528 2.23515 1.66314
C -3.98560 2.48103 1.73022
C -2.01607 1.33546 2.79882
C -2.10185 1.82033 4.10176
C -1.70075 1.05808 5.17943
C -1.19191 -0.21490 4.97129
C -1.09655 -0.75071 3.69293
C -0.63819 -2.18106 3.49217
C -1.83137 -3.09536 3.19926
C 0.16011 -2.73618 4.66783
C -1.52413 0.03609 2.61033
N -1.53022 -0.50564 1.28359
C -2.68811 -0.52873 0.67265
C -2.77907 -0.79345 -0.68853
C -3.90213 -0.95111 -1.50209
C -3.42510 -1.19050 -2.77594
C -2.02115 -1.16451 -2.71449
N -1.61406 -0.91097 -1.44895
C -1.10747 -1.40706 -3.88931
C 0.27719 -0.84829 -3.61877
C -1.67512 -0.72995 -5.14113
C -1.01102 -2.92239 -4.12486
H -2.04204 4.16728 0.80680
H -0.65214 3.41420 1.59634
H -1.93123 4.14455 2.56244
H -2.25150 1.74840 0.71098
H -4.25257 2.99728 2.65340
H -4.55754 1.55370 1.69966
H -4.30542 3.10405 0.89487
H -2.49419 2.81457 4.26898
H -1.78538 1.44834 6.18489
H -0.88302 -0.80356 5.82265
H 0.02927 -2.20062 2.62053
H -2.52889 -3.07497 4.03814
H -1.49788 -4.12466 3.06218
H -2.37585 -2.79391 2.30349
H -0.47907 -2.89934 5.53664
H 0.97855 -2.07571 4.95721
H 0.58590 -3.70186 4.39724
H -3.59388 -0.32703 1.23919
H -4.92870 -0.89826 -1.17946
H -4.01162 -1.34558 -3.66441
H 0.23919 0.20602 -3.33999
H 0.91110 -0.94804 -4.50206
H 0.75091 -1.39749 -2.80535
H -1.75400 0.34821 -5.00042
H -2.66134 -1.11337 -5.39730
H -1.01612 -0.91828 -5.98922
H -0.62337 -3.43162 -3.23910
H -0.34167 -3.13106 -4.96177
H -1.98839 -3.34617 -4.35536
C 4.26489 1.11954 0.55984
N 2.92075 0.55243 0.38427
P 2.44160 -0.19493 -1.05384
C 3.00085 0.95119 -2.33917
C 2.32535 2.16979 -2.42564
C 2.69124 3.10466 -3.37776
C 3.72525 2.82239 -4.26218
C 4.39424 1.61095 -4.18625
C 4.03665 0.67424 -3.22550
C 3.50333 -1.66255 -1.23166
C 4.46901 -1.99502 -0.28745
C 5.21020 -3.16103 -0.41893
C 4.99627 -4.00624 -1.49610
C 4.03650 -3.68318 -2.44625
C 3.29427 -2.52100 -2.31536
P 1.79838 0.32323 1.64351
C 2.71942 -0.59991 2.91556
C 2.77648 -1.98558 2.76761
C 3.53611 -2.75940 3.62978
C 4.23108 -2.15469 4.66752
C 4.17213 -0.77754 4.83258
C 3.42492 -0.00167 3.95891
C 1.60459 1.97489 2.36494
C 1.11091 2.10713 3.66152
C 0.96596 3.36300 4.22737
C 1.30451 4.49851 3.50446
C 1.76496 4.37599 2.20179
C 1.90750 3.12006 1.63049
H 4.34635 2.09025 0.07025
H 5.01952 0.45993 0.12819
H 4.47691 1.24111 1.62186
H 1.50599 2.38258 -1.74626
H 2.16635 4.04825 -3.43907
H 4.00719 3.54953 -5.01139
H 5.20157 1.39349 -4.87212
H 4.57224 -0.26334 -3.16275
H 4.64641 -1.35153 0.56324
H 5.96009 -3.40385 0.32224
H 5.57810 -4.91193 -1.59862
H 3.86483 -4.33681 -3.29064
H 2.55783 -2.28287 -3.07243
H 2.23680 -2.46901 1.95932
H 3.57597 -3.83275 3.49842
H 4.81465 -2.75640 5.35129
H 4.71354 -0.30478 5.64106
H 3.39085 1.07238 4.09355
H 0.83822 1.22787 4.23381
H 0.58566 3.45198 5.23623
H 1.19941 5.47725 3.95173
H 2.01217 5.25812 1.62681
H 2.25375 3.03609 0.60990
*
```

The calculation puts the LUMO energy at -2.78 eV. The value obtained for the calculated total energy is -77422.7755 eV. The calculation puts the frontier orbital gap at 7.6 eV.

Here are the Löwdin charges for atoms 1 to 4, given in e:
1 Sn 1.1646
2 C -0.0439
3 C -0.3658
4 C -0.0477


4.
The molecule C4H9NO2S at a distorted geometry, computed with the ωB97M-V functional and the def2-TZVPD basis.

ORCA input file:
```
! wB97M-V def2-TZVPD RIJCOSX def2/J DEFGRID3
* xyz 0 1
C -0.01697 1.23731 -0.85543
C 0.18707 2.66578 -1.27869
C -1.42793 -1.04469 0.99200
C 1.46264 -1.49399 0.44970
N 0.35210 1.08012 0.59071
O -0.21177 0.25602 -1.48501
O 0.46641 -0.07795 2.64984
S 0.27096 -0.31588 1.22336
H -0.88951 3.02052 -1.55690
H 0.62358 2.80936 -2.27677
H 0.60636 3.10058 -0.51335
H -2.08784 -0.40545 1.48743
H -1.72136 -0.94173 -0.04529
H -1.44521 -2.06208 1.49535
H 1.31187 -1.54639 -0.57251
H 2.45782 -1.30140 0.71164
H 1.22907 -2.38801 0.90928
*
```

The calculation puts the LUMO energy at 0.71 eV. Its SMILES is CC(=O)N=S(C)(C)=O. The value obtained for the calculated total energy is -20711.5868 eV. The calculation puts the frontier orbital gap at 10.0 eV.

Here are the natural (NBO) charges for atoms 1 to 4, given in e:
1 C 0.7012
2 C -0.6958
3 C -0.8289
4 C -0.8048


5.
A cluster of 2 separate species, C4H14N3O in total at a distorted geometry, computed with the ωB97M-V functional and the def2-TZVPD basis.

ORCA input file:
```
! wB97M-V def2-TZVPD RIJCOSX def2/J DEFGRID3
* xyz 1 1
C -0.82467 -1.42031 -1.15363
C 0.65638 -1.39240 -0.82395
C 1.17613 0.06995 -0.80843
N 1.72321 2.73445 -0.37145
C 0.58438 2.14625 0.05988
N 0.26260 0.92023 -0.09545
N -1.65060 -1.06510 0.08017
H -1.07019 -2.47411 -1.30389
H -1.20547 -0.86168 -1.99891
H 1.24173 -1.93304 -1.56247
H 0.76902 -1.82526 0.17255
H 1.33919 0.27947 -1.87834
H 2.18416 0.12425 -0.38517
H 1.68696 3.73608 -0.47947
H 2.35851 2.28772 -1.00676
H -0.03439 2.76785 0.68943
H -1.93239 -0.09459 -0.08109
H -1.17233 -1.14296 0.97038
H -2.56090 -1.52932 0.13036
H -0.41326 -0.34423 3.41433
H -1.92112 -0.30906 3.47101
O -1.19695 -0.67419 2.96091
*
```

The calculation puts the LUMO energy at -2.78 eV. The value obtained for the calculated total energy is -10886.9235 eV. The calculation puts the frontier orbital gap at 9.9 eV.

Here are the natural (NBO) charges for atoms 1 to 4, given in e:
1 C -0.2130
2 C -0.4102
3 C -0.2665
4 N -0.8010


6.
A cluster of 2 separate species, C3H2Br2F2 in total at a distorted geometry, computed with the ωB97M-V functional and the def2-TZVPD basis.

ORCA input file:
```
! wB97M-V def2-TZVPD RIJCOSX def2/J DEFGRID3
* xyz 0 3
C 0.24579 1.94637 1.52259
C 1.47045 1.51146 1.60710
C 0.91635 -0.46215 -0.96807
F 1.25387 0.22850 -1.99489
F -0.41166 -0.41406 -0.67692
Br -0.47690 3.78441 0.87930
Br 3.21048 1.91210 1.16891
H -0.51805 1.31530 1.95456
H 1.63611 -1.35486 -0.72033
*
```

The calculation puts the LUMO energy (alpha / beta) at 0.35 / -1.89 eV. The value obtained for the calculated total energy is -148657.5895 eV. As for the expectation value of S²: 2.019. The calculation puts the frontier orbital gap (alpha / beta) at 8.6 / 7.8 eV.

Here are the natural (NBO) charges for atoms 1 to 4, given in e:
1 C -0.3523
2 C -0.0637
3 C 0.5195
4 F -0.3112


7.
A cluster of 2 separate species, C3H10N2O in total at a distorted geometry, computed with the ωB97M-V functional and the def2-TZVPD basis.

ORCA input file:
```
! wB97M-V def2-TZVPD RIJCOSX def2/J DEFGRID3
* xyz 0 1
C 1.54383 1.80281 0.27942
C 2.15798 0.61914 0.19246
O 1.73528 -0.28449 -0.73404
H 1.90186 2.47590 1.05228
H 0.66199 2.18457 -0.21374
H 3.01375 0.44476 0.83079
H 2.41231 -0.88649 -1.00326
N -1.37280 -0.05781 -1.11601
C -1.92782 -0.35418 0.19543
N -1.53335 -1.60985 0.83918
H -1.62180 -0.84203 -1.69551
H -0.35869 0.04205 -1.10955
H -3.01252 -0.32485 0.05811
H -1.71398 0.47264 0.87898
H -0.73507 -1.48067 1.44242
H -1.15097 -2.20149 0.10302
*
```

The calculation puts the LUMO energy at 0.54 eV. Its SMILES is C=CO.NCN. The value obtained for the calculated total energy is -8299.5809 eV. The calculation puts the frontier orbital gap at 9.4 eV.

Here are the natural (NBO) charges for atoms 1 to 4, given in e:
1 C -0.4924
2 C 0.1164
3 O -0.7035
4 H 0.2007


8.
A cluster of 2 separate species, C2H10NO in total at a distorted geometry, computed with the ωB97M-V functional and the def2-TZVPD basis.

ORCA input file:
```
! wB97M-V def2-TZVPD RIJCOSX def2/J DEFGRID3
* xyz 1 1
C 1.99886 0.91893 -1.11692
C -0.05135 0.25517 0.05822
N 1.15032 -0.19795 -0.69424
H 2.03661 1.69703 -0.33606
H 1.58489 1.36398 -2.03734
H 3.02713 0.57719 -1.32304
H -0.61633 -0.61295 0.43741
H -0.67888 0.79081 -0.67384
H 0.16078 0.93279 0.90227
H 0.80560 -0.59594 -1.59342
H 1.51331 -0.98837 -0.12045
O -3.98773 -1.18323 2.10467
H -3.79818 -2.13247 1.92782
H -3.14503 -0.82494 2.46487
*
```

The calculation puts the LUMO energy at -3.90 eV. The value obtained for the calculated total energy is -5766.4746 eV. The calculation puts the frontier orbital gap at 10.3 eV.

Here are the natural (NBO) charges for atoms 1 to 4, given in e:
1 C -0.4392
2 C -0.4359
3 N -0.5010
4 H 0.2436


Record-wise molar mass values, in g/mol: 83.1; 162.2; 827.6; 135.2; 120.2; 235.9; 90.1; 64.1
Record-wise relative energy (zero: lowest compared OMol25 entry of this formula, charge and spin) values, in kcal/mol: 191.4; 17.5; 0.0; 79.5; 28.5; 15.9; 44.3; 27.8